1.
ORCA calculation (ωB97M-V with the def2-TZVPD basis set) on C30H18BrF4N2PV as an isolated structure.

```
57
C30H18BrF4N2PV, DFT ωB97M-V with the def2-TZVPD basis set
C -1.662 2.899 2.129
C -0.110 2.155 0.449
H -1.828 -5.647 2.894
C -1.397 2.137 1.005
N -0.006 -2.694 -0.114
H 0.934 0.038 5.249
C -1.980 1.993 -2.325
C 4.111 2.522 -3.061
H -2.659 2.914 2.547
H 1.406 4.271 2.625
H -3.658 2.644 -3.484
C 0.654 -0.616 4.434
H 1.433 0.690 2.894
C -1.019 -3.909 3.797
C 1.818 2.873 -2.428
C 4.109 1.315 -2.352
H -1.768 -6.070 0.453
C -1.031 0.986 -2.150
F 5.200 0.578 -2.307
H -1.109 -5.351 -1.833
C -0.022 -2.239 2.301
C 2.963 3.301 -3.096
F 0.736 3.633 -2.481
H 0.026 -3.161 -2.123
H -0.233 -0.882 -2.910
V 0.847 -0.949 0.156
C -0.351 -3.084 1.175
H -2.191 1.551 0.557
H -3.631 0.677 -4.969
N 0.626 -1.030 2.091
H -1.264 -4.204 4.809
C -0.277 -3.505 -1.143
C -0.350 -2.656 3.590
C -1.941 -0.237 -4.016
C 0.909 2.909 1.046
H -1.921 -1.082 -4.689
F 2.955 4.431 -3.752
C -0.652 3.663 2.711
H -1.985 2.871 -1.692
C -0.990 -4.301 1.411
H -0.231 -2.116 5.673
C -2.918 1.868 -3.338
F 5.190 2.909 -3.681
C -0.911 -4.727 -0.973
H 1.902 2.947 0.615
C -1.271 -5.120 0.295
H -0.873 4.272 3.578
C 0.009 -1.810 4.662
C 2.954 0.932 -1.713
C -2.900 0.760 -4.175
P 0.263 1.109 -0.942
C 1.781 1.678 -1.725
C -1.008 -0.124 -3.002
C 0.631 3.664 2.176
Br 3.073 -0.726 -0.724
C 0.946 -0.249 3.128
C -1.328 -4.698 2.748
```

Properties
* charge: +3
* HOMO-LUMO gap (alpha / beta): 6.241 / 6.240 eV
* multiplicity: 1
* E_LUMO (alpha / beta): -0.412 / -0.412 Ha
* largest force on an atom: 0.61 eV/A
* highest occupied orbital energy (alpha / beta): -17.46 / -17.45 eV


2.
ORCA calculation (ωB97M-V with the def2-TZVPD basis set) on C30H18N3O2PdS3 as an isolated structure.

```
57
C30H18N3O2PdS3, DFT ωB97M-V with the def2-TZVPD basis set
C 0.400 -2.313 1.844
N 2.188 1.782 0.189
H 4.627 -2.056 0.701
S -5.277 0.497 0.100
H -6.672 -4.230 0.189
H 0.629 -4.799 -1.379
H -2.497 -3.299 -0.060
C 0.452 -3.754 -1.586
H 0.361 -4.001 -3.695
C -5.892 -3.483 0.141
H 2.894 5.738 -0.029
C 5.762 -0.257 0.388
C -4.547 -3.909 0.061
C -0.009 -1.043 -2.099
C -3.520 0.556 0.012
C -3.842 -1.624 0.024
C 3.306 1.029 0.274
C 1.849 5.458 -0.009
H 1.140 7.474 0.036
S -2.739 2.029 -0.037
H 0.487 -2.545 2.893
O 0.176 -0.244 3.735
N -2.932 -0.636 -0.019
H -0.202 0.016 -2.288
N 0.056 -0.581 0.239
S 4.189 3.415 -0.054
H -1.230 6.790 0.133
C 0.512 -3.246 0.852
C 0.139 -1.483 -0.768
C -0.464 6.030 0.082
C -0.821 4.699 0.075
C 5.761 1.104 0.197
C 3.347 -0.372 0.484
H 2.429 -0.915 0.606
C 0.303 -3.309 -2.870
C 4.528 1.748 0.149
H -0.048 -1.604 -4.143
C -6.235 -2.153 0.160
O -0.318 1.264 2.187
C 0.010 0.089 2.583
C 4.566 -0.991 0.536
H -7.268 -1.848 0.220
C 2.474 3.080 0.030
H 0.696 -4.286 1.081
H 6.686 1.650 0.094
C 0.373 -2.848 -0.503
H 6.706 -0.783 0.434
C 1.478 4.089 0.000
Pd -0.289 1.608 0.129
C -3.526 -3.004 0.002
C 0.883 6.426 0.031
C -5.204 -1.215 0.097
H -4.337 -4.967 0.048
C 0.070 -1.940 -3.125
H -1.882 4.469 0.119
C 0.159 -0.973 1.483
C 0.119 3.667 0.027
```

Properties
* charge: +1
* HOMO-LUMO gap (alpha / beta): 6.623 / 4.863 eV
* multiplicity: 5
* E_LUMO (alpha / beta): -0.133 / -0.244 Ha
* largest force on an atom: 0.84 eV/A
* highest occupied orbital energy (alpha / beta): -10.25 / -11.51 eV


3.
ORCA calculation (ωB97M-V with the def2-TZVPD basis set) on C30H19Br2F5IN4O2ScSe as an isolated structure at a distorted geometry.

```
65
C30H19Br2F5IN4O2ScSe, DFT ωB97M-V with the def2-TZVPD basis set
C 2.937 2.013 6.212
Se 1.438 -0.481 -2.513
O -0.818 1.995 -2.025
C -3.445 -0.313 -2.347
H -0.920 -1.179 -4.209
H -0.469 4.654 -2.613
H -1.833 -5.962 0.646
C 2.210 -3.946 0.614
C 0.213 2.551 -0.006
C -0.118 4.311 -1.652
H 1.440 5.555 1.075
H 2.827 4.131 5.821
C 2.646 3.130 5.453
Br -0.787 -1.278 1.994
H -5.539 -0.317 -2.823
F 1.525 -5.495 -1.014
N -1.233 -2.319 -0.491
C -1.669 -4.942 0.326
H -2.758 -1.613 -5.839
H -1.525 -2.997 -2.422
C -0.245 3.002 -1.250
H 2.033 -0.517 4.097
H -1.936 -5.341 -1.776
I -3.676 0.412 -0.400
H 3.354 2.140 7.201
N 1.373 1.761 2.435
O 0.079 1.263 0.306
C -2.984 -1.243 -4.849
N 1.723 3.766 3.172
C -1.731 -4.600 -1.018
C 1.779 -4.237 -0.675
C 2.713 0.714 5.731
C 1.283 3.052 2.132
H 0.986 1.086 1.771
C -4.292 -0.997 -4.449
F 2.363 -4.918 1.496
C -1.313 2.427 -3.309
C -1.509 -3.290 -1.383
C 1.788 -1.875 -1.241
C 2.252 -1.623 0.043
F 2.499 -0.371 0.444
C -1.959 -1.006 -3.957
F 2.855 -2.336 2.203
C -4.536 -0.521 -3.169
H 1.799 4.770 3.195
H 2.965 -0.127 6.361
H -2.101 3.166 -3.166
C 1.583 -3.213 -1.578
C 0.493 5.228 -0.796
H -5.116 -1.172 -5.127
C 0.954 4.831 0.436
H -0.497 2.843 -3.897
C 2.455 -2.634 0.970
N -2.186 -0.543 -2.713
F 1.132 -3.530 -2.791
Br 0.689 7.012 -1.354
C 1.893 1.607 3.716
C 2.118 2.896 4.192
C -1.385 -3.959 1.260
H -1.706 1.553 -3.810
C 2.188 0.483 4.475
H -1.323 -4.172 2.317
Sc -0.607 -0.108 -1.060
C 0.809 3.500 0.840
C -1.178 -2.678 0.788
```

Properties
* charge: +2
* HOMO-LUMO gap: 7.515 eV
* multiplicity: 1
* E_LUMO: -0.213 Ha
* largest force on an atom: 1.07 eV/A
* highest occupied orbital energy: -13.31 eV